No. 1
49
Properties=species:S:1:pos:R:3 method="wB97M-V/def2-TZVPD" total_charge=+1
K -0.63 14.39 16.82
C -1.18 10.54 16.96
O -0.51 11.53 16.75
N -0.95 9.73 18.03
N -2.17 10.15 16.11
H -0.43 10.10 18.81
H -1.37 8.82 18.11
H -2.75 9.35 16.33
H -2.40 10.80 15.39
C -3.41 15.09 19.00
O -3.10 14.72 17.88
N -2.91 16.22 19.60
N -4.50 14.55 19.63
H -2.35 16.84 19.05
H -3.50 16.52 20.36
H -5.07 13.88 19.14
H -4.90 14.86 20.50
C -0.05 12.91 20.36
O -0.60 13.45 19.41
N -0.57 11.81 21.01
N 1.04 13.50 20.95
H -0.19 11.58 21.91
H -1.56 11.70 20.87
H 1.46 13.06 21.75
H 1.28 14.32 20.42
C 1.77 16.51 18.31
O 0.91 16.60 17.45
N 2.18 17.59 19.06
N 2.50 15.38 18.50
H 1.56 18.38 19.13
H 2.85 17.40 19.78
H 2.22 14.58 17.95
H 3.02 15.20 19.34
C 2.44 12.67 16.13
O 1.91 13.77 16.18
N 2.92 11.95 17.19
N 2.66 12.05 14.93
H 2.84 12.36 18.11
H 3.69 11.32 17.06
H 2.89 11.08 14.85
H 2.41 12.57 14.11
C -3.50 13.92 14.35
O -2.53 13.40 14.89
N -4.11 13.38 13.26
N -4.03 15.12 14.77
H -4.89 13.87 12.86
H -3.61 12.66 12.78
H -3.67 15.53 15.61
H -4.93 15.37 14.41

***

No. 2
46
Properties=species:S:1:pos:R:3 method="wB97M-V/def2-TZVPD" total_charge=0 smiles="NC(N)=O.NC(N)=O.NC(N)=O.NC(N)=O.NC(N)=O.CO"
C 1.99 1.68 0.50
O 2.96 1.18 -0.42
H 1.09 1.96 -0.06
H 1.75 0.93 1.24
H 2.36 2.54 1.05
H 3.03 1.76 -1.18
C 3.97 -2.43 -0.28
O 4.30 -3.57 -0.70
N 3.56 -2.25 0.98
N 3.75 -1.41 -1.08
H 2.82 -1.58 1.11
H 3.65 -3.09 1.52
H 3.99 -1.52 -2.05
H 3.60 -0.50 -0.65
C -0.27 -0.67 -0.70
O 0.38 -0.14 -1.63
N -1.26 -0.13 -0.06
N 0.00 -1.88 -0.32
H -1.62 0.80 -0.26
H -1.53 -0.65 0.76
H -0.37 -2.16 0.58
H 0.86 -2.31 -0.65
C -2.76 -2.51 2.07
O -2.28 -1.43 2.10
N -2.12 -3.42 2.75
N -3.79 -2.93 1.44
H -2.42 -4.39 2.72
H -1.34 -3.13 3.32
H -3.93 -3.92 1.31
H -4.25 -2.32 0.77
C -2.97 2.55 1.49
O -2.07 2.86 0.71
N -2.81 1.96 2.62
N -4.22 2.81 1.23
H -1.89 1.66 2.92
H -3.63 1.79 3.18
H -4.92 2.75 1.95
H -4.41 3.07 0.28
C 1.49 2.57 -4.00
O 1.75 3.28 -4.93
N 1.22 3.03 -2.81
N 1.37 1.32 -4.00
H 1.11 2.26 -2.16
H 0.95 3.99 -2.66
H 1.61 0.83 -4.85
H 1.30 0.75 -3.16

***

No. 3
37
Properties=species:S:1:pos:R:3 method="wB97M-V/def2-TZVPD" total_charge=0 smiles="C=CCCCCO.O.O.O.O.O.O"
C 1.32 2.44 1.09
O 1.51 2.29 2.52
C 0.34 1.40 0.54
C -1.14 1.84 0.47
C -1.77 1.62 -0.91
C -2.67 -0.72 -0.73
C -1.92 0.19 -1.33
H 0.92 3.43 0.85
H 2.31 2.33 0.67
H 0.68 2.55 2.93
H 0.58 1.20 -0.50
H 0.50 0.48 1.05
H -1.76 1.26 1.15
H -1.20 2.85 0.88
H -2.77 2.06 -0.93
H -1.13 2.15 -1.61
H -3.13 -0.56 0.25
H -2.77 -1.72 -1.12
H -1.52 -0.04 -2.29
H -0.53 -2.00 1.75
H -0.70 -1.44 3.18
O -0.05 -1.55 2.49
H 0.29 -2.13 -3.06
H 0.75 -2.47 -1.65
O 0.08 -2.70 -2.32
H 2.74 -1.89 -0.96
H 2.09 -0.93 0.11
O 1.93 -1.46 -0.68
H -0.43 -3.69 0.20
H -1.32 -2.76 -0.51
O -1.09 -3.01 0.39
H 1.47 0.90 -3.37
H 1.01 -0.04 -2.23
O 0.73 0.38 -3.06
H 2.64 0.58 2.36
H 1.59 -0.54 2.38
O 2.44 -0.29 1.99

***

The records above give, respectively, lowest unoccupied orbital energy values of -0.077 -0.005 0.016 Eh.
The records above give, respectively, ΔE to the lowest compared entry with this formula, charge and spin values of 0.464 2.425 0.888 eV.
The records above give, respectively, Kohn-Sham gap values of 0.364 0.326 0.365 Ha.